The following is a quantum chemistry calculation of one molecule with the formula C7H11N in a non-equilibrium geometry, from the OMol25 dataset.

largest force on an atom	8.202	eV/A
total charge	0
DFT total energy	-327.73208	hartree
energy relative to the best compared isomer or geometry (same formula, charge and spin)	934.42	kJ/mol

Structure (XYZ):
```
19
C7H11N the ωB97M-V functional and the def2-TZVPD basis
C 0.69 1.55 0.41
C -0.81 1.89 -0.03
N -0.66 0.45 -0.80
C 0.81 0.52 -0.64
C 1.24 -0.81 0.07
C 0.08 -1.53 -0.23
C -1.15 -2.04 0.05
C -0.94 -0.58 0.18
H 0.44 1.13 1.57
H 1.59 2.40 0.74
H -0.65 2.50 -1.19
H -1.93 1.97 0.43
H 1.37 1.02 -1.38
H 2.30 -1.18 -0.13
H 1.40 -0.84 1.13
H 0.14 -1.29 -1.45
H -1.55 -2.53 0.96
H -1.60 -2.38 -0.82
H -0.77 -0.25 1.12
```

***

The following is a quantum chemistry calculation of one molecule with the formula C12F23N in a non-equilibrium geometry, from the OMol25 dataset.

largest force on an atom	3.140	eV/A
total charge	0
DFT total energy	-2808.93541	hartree
energy relative to the best compared isomer or geometry (same formula, charge and spin)	0.00	kJ/mol

Structure (XYZ):
```
36
C12F23N the ωB97M-V functional and the def2-TZVPD basis
F 0.82 -0.40 -3.10
C -0.30 -0.80 -2.40
F -0.12 -2.09 -2.09
N -0.34 0.01 -1.13
C 0.59 -0.36 0.05
F 1.58 -1.15 -0.45
C 1.44 0.79 0.77
F 2.26 1.36 -0.14
F 0.60 1.77 1.23
C 2.31 0.32 1.96
F 2.78 1.47 2.59
F 3.42 -0.30 1.48
C 1.54 -0.62 2.94
F 2.48 -1.37 3.62
C 0.72 0.18 4.04
F 1.55 0.93 4.83
F -0.22 1.05 3.57
F 0.10 -0.64 4.94
C 0.73 -1.71 2.20
F -0.02 -2.46 3.03
F 1.62 -2.64 1.68
C -0.21 -1.21 1.10
F -1.24 -0.46 1.57
F -0.82 -2.31 0.54
C -0.96 1.38 -1.31
F -1.49 1.67 -0.12
F 0.04 2.28 -1.66
C -2.12 1.54 -2.31
F -2.32 2.85 -2.56
F -3.30 1.11 -1.78
C -1.87 0.79 -3.63
F -3.02 0.85 -4.37
F -0.89 1.43 -4.34
C -1.51 -0.69 -3.36
F -1.20 -1.29 -4.57
F -2.64 -1.29 -2.81
```